A structure of composition C21H34Cl4N5Tl at a distorted geometry. Source: the Open Molecules 2025 dataset; level of theory: ωB97M-V/def2-TZVPD.

Structure (ORCA input):
```
! RIJCOSX wB97M-V def2-TZVPD def2/J DEFGRID3
* xyz 2 1
Tl 0.258 0.189 -0.461
C -3.585 -3.567 -1.995
N -3.005 -2.357 -1.416
C -2.695 -2.542 -0.010
C -1.915 -1.776 -2.183
C -0.549 -2.401 -1.975
C -0.240 -3.651 -2.528
C 0.973 -4.275 -2.289
C 1.936 -3.670 -1.491
C 1.695 -2.418 -0.945
C 0.461 -1.851 -1.210
H -4.525 -3.787 -1.489
H -2.937 -4.446 -1.888
H -3.800 -3.407 -3.051
H -3.600 -2.818 0.531
H -2.327 -1.607 0.411
H -1.938 -3.318 0.172
H -1.843 -0.706 -1.929
H -2.170 -1.817 -3.243
H -0.972 -4.130 -3.167
H 1.173 -5.240 -2.735
H 2.882 -4.162 -1.306
H 2.449 -1.928 -0.345
Cl 4.941 -0.691 0.517
C 4.891 0.213 -0.984
Cl 3.307 1.037 -1.232
H 5.026 -0.457 -1.823
H 5.638 0.996 -0.960
C 1.229 5.767 -1.270
N 0.698 4.410 -1.455
C -0.210 4.031 -2.416
C -0.461 2.715 -2.218
N 0.282 2.292 -1.132
C 0.969 3.347 -0.702
H 1.291 6.247 -2.241
H 2.224 5.705 -0.840
H 0.569 6.334 -0.618
H -0.582 4.725 -3.150
H -1.124 2.061 -2.757
H 1.673 3.359 0.114
C -0.005 1.765 2.431
C 0.147 1.719 3.972
N 0.843 0.505 4.381
C 0.057 -0.664 4.002
C -0.209 -0.660 2.478
N 0.525 0.491 1.851
C 1.979 0.382 2.193
C 2.147 0.450 3.730
H 0.563 2.585 1.989
H -1.045 1.874 2.132
H -0.829 1.745 4.456
H 0.708 2.584 4.326
H -0.883 -0.655 4.553
H 0.601 -1.561 4.296
H -1.267 -0.528 2.248
H 0.129 -1.581 1.996
H 2.504 1.192 1.685
H 2.349 -0.558 1.779
H 2.715 1.334 4.017
H 2.692 -0.420 4.095
Cl -3.979 1.122 -2.616
C -4.094 0.628 -0.945
Cl -2.701 1.253 0.041
H -4.053 -0.458 -0.891
H -4.979 1.054 -0.490
*
```

highest occupied orbital energy = -13.849 eV
Kohn-Sham gap = 7.65 eV
LUMO level = -6.20 eV
E_tot = -84546.98865 eV

Atom charges from the Löwdin analysis, given in e for atoms 1 to 8: atom 1 (Tl): 1.09, atom 2 (C): -0.06, atom 3 (N): -0.27, atom 4 (C): -0.09, atom 5 (C): -0.19, atom 6 (C): -0.24, atom 7 (C): 0.00, atom 8 (C): -0.03


The molecule C6H11N at a distorted geometry. Source: the Open Molecules 2025 dataset; level of theory: ωB97M-V/def2-TZVPD.

Structure (ORCA input):
```
! RIJCOSX wB97M-V def2-TZVPD def2/J DEFGRID3
* xyz 0 1
C 1.829 2.326 0.065
C 1.367 1.064 0.166
C 0.889 0.179 -0.922
C -0.439 0.495 -0.728
C -1.511 -0.183 0.075
C -0.994 -1.371 0.903
N -0.449 -2.490 0.143
H 2.342 2.731 -0.800
H 2.176 2.842 0.955
H 1.283 0.677 1.184
H 1.306 0.284 -1.921
H -0.885 1.216 -1.430
H -2.164 -0.534 -0.728
H -2.042 0.471 0.764
H -0.207 -0.935 1.530
H -1.683 -1.781 1.642
H -1.170 -2.807 -0.500
H 0.351 -2.185 -0.397
*
```

highest occupied orbital energy = -7.610 eV
Kohn-Sham gap = 7.59 eV
structure (SMILES) = C=C/C=C/CCN
LUMO level = -0.02 eV
E_tot = -7885.95206 eV

Atom charges from the Löwdin analysis, given in e for atoms 1 to 8: atom 1 (C): -0.02, atom 2 (C): -0.24, atom 3 (C): -0.12, atom 4 (C): -0.09, atom 5 (C): -0.17, atom 6 (C): -0.29, atom 7 (N): 0.00, atom 8 (H): 0.05


A structure of composition C8H17HfOP2 at a distorted geometry. Source: the Open Molecules 2025 dataset; level of theory: ωB97M-V/def2-TZVPD.

Structure (ORCA input):
```
! RIJCOSX wB97M-V def2-TZVPD def2/J DEFGRID3
* xyz 1 1
C 0.426 0.812 -2.716
C -0.076 0.281 -3.894
C -0.522 -1.036 -4.147
C -0.642 -2.048 -3.171
C -0.412 -1.916 -1.808
Hf -0.822 0.041 -1.236
P -0.303 2.783 -0.545
H 0.989 1.744 -2.683
H -0.073 0.902 -4.808
H -0.678 -1.323 -5.196
H -0.281 -2.796 -1.179
H -0.895 -3.021 -3.623
H -1.246 3.507 0.248
H -0.090 3.750 -1.563
H 0.895 3.044 0.198
C -1.202 -1.099 2.752
P 0.228 -0.266 2.088
C 0.396 1.349 2.828
C 1.637 -1.273 2.477
O 0.085 -0.138 0.543
H -2.129 -0.640 2.383
H -1.193 -1.059 3.851
H -1.156 -2.152 2.443
H 0.473 1.206 3.917
H 1.319 1.844 2.498
H -0.486 1.978 2.634
H 1.413 -2.310 2.196
H 2.532 -0.921 1.950
H 1.815 -1.241 3.562
*
```

highest occupied orbital energy = -9.717 eV
Kohn-Sham gap = 5.82 eV
LUMO level = -3.90 eV
E_tot = -30495.13512 eV

Atom charges from the Löwdin analysis, given in e for atoms 1 to 8: atom 1 (C): -0.32, atom 2 (C): -0.27, atom 3 (C): -0.17, atom 4 (C): -0.26, atom 5 (C): -0.26, atom 6 (Hf): 1.31, atom 7 (P): 0.69, atom 8 (H): 0.00


The molecule C4H7NO2 at a distorted geometry. Source: the Open Molecules 2025 dataset; level of theory: ωB97M-V/def2-TZVPD.

Structure (ORCA input):
```
! RIJCOSX wB97M-V def2-TZVPD def2/J DEFGRID3
* xyz 0 1
H 0.141 -1.960 -1.129
N -0.579 -1.401 -0.683
C -0.363 -0.158 -0.808
C 0.675 0.499 -1.652
O -1.130 0.701 -0.071
C -0.491 0.731 1.216
C -0.130 -0.695 1.791
O 0.523 -0.794 2.804
H 1.231 1.260 -1.095
H 1.367 -0.246 -2.048
H 0.159 0.997 -2.476
H 0.360 1.432 1.156
H -1.220 1.132 1.916
H -0.543 -1.499 1.079
*
```

highest occupied orbital energy = -9.158 eV
Kohn-Sham gap = 9.93 eV
structure (SMILES) = [H]/N=C(\C)OCC=O
LUMO level = 0.77 eV
E_tot = -9844.75268 eV

Atom charges from the Löwdin analysis, given in e for atoms 1 to 8: atom 1 (H): 0.08, atom 2 (N): 0.14, atom 3 (C): -0.51, atom 4 (C): 0.00, atom 5 (O): -0.06, atom 6 (C): -0.12, atom 7 (C): -0.21, atom 8 (O): 0.04


The molecule C4H10OS2 at a distorted geometry. Source: the Open Molecules 2025 dataset; level of theory: ωB97M-V/def2-TZVPD.

Structure (ORCA input):
```
! RIJCOSX wB97M-V def2-TZVPD def2/J DEFGRID3
* xyz 0 1
C 0.334 -0.219 -1.364
C 0.311 -0.337 0.189
C 1.303 0.656 0.794
O 0.603 -1.618 0.666
C -1.213 0.068 0.635
S -1.622 1.723 0.122
S -2.160 -1.495 0.205
H -0.174 -0.978 -1.713
H 1.413 -0.378 -1.695
H -0.046 0.707 -1.711
H 1.845 1.101 -0.128
H 1.946 0.156 1.462
H 0.954 1.442 1.492
H 0.029 -2.266 0.276
H -1.398 -0.053 1.789
H -2.927 1.733 0.407
H -2.586 -1.875 1.365
*
```

highest occupied orbital energy = -9.251 eV
Kohn-Sham gap = 9.81 eV
structure (SMILES) = CC(C)(O)C(S)S
LUMO level = 0.56 eV
E_tot = -28026.68131 eV

Atom charges from the Löwdin analysis, given in e for atoms 1 to 8: atom 1 (C): -0.06, atom 2 (C): -0.69, atom 3 (C): -0.04, atom 4 (O): -0.06, atom 5 (C): -0.90, atom 6 (S): 0.75, atom 7 (S): 0.75, atom 8 (H): 0.00


A cluster of 2 separate species, C14H18NS3 in total at a distorted geometry. Source: the Open Molecules 2025 dataset; level of theory: ωB97M-V/def2-TZVPD.

Structure (ORCA input):
```
! RIJCOSX wB97M-V def2-TZVPD def2/J DEFGRID3
* xyz 1 1
C 2.889 0.544 2.022
S 2.678 -0.113 0.328
C 4.188 -1.141 0.213
C 1.477 -1.298 0.570
C 0.104 -1.010 0.595
C -0.822 -2.066 0.893
C -2.180 -1.808 0.935
C -2.678 -0.519 0.671
C -4.089 -0.262 0.684
N -5.242 -0.046 0.687
C -1.779 0.524 0.382
C -0.416 0.299 0.334
H 2.014 1.160 2.261
H 2.970 -0.289 2.732
H 3.799 1.148 2.010
H 4.185 -1.595 -0.781
H 5.038 -0.462 0.325
H 4.184 -1.908 0.997
H 1.836 -2.325 0.630
H -0.417 -3.063 1.090
H -2.885 -2.607 1.174
H -2.175 1.524 0.191
H 0.262 1.121 0.081
C -0.123 1.192 8.186
C 0.851 2.171 7.554
S 1.037 1.968 5.750
C 1.090 0.306 5.496
S 0.597 -0.940 6.511
C 0.505 -0.191 8.170
H -0.280 1.485 9.226
H -1.089 1.200 7.672
H 0.507 3.207 7.671
H 1.854 2.063 7.987
H 1.426 -0.014 4.503
H 1.530 -0.162 8.563
H -0.094 -0.907 8.747
*
```

highest occupied orbital energy = -8.853 eV
Kohn-Sham gap = 3.05 eV
LUMO level = -5.80 eV
E_tot = -48796.00752 eV

Atom charges from the Löwdin analysis, given in e for atoms 1 to 8: atom 1 (C): -0.28, atom 2 (S): 1.01, atom 3 (C): -0.24, atom 4 (C): -0.43, atom 5 (C): -0.33, atom 6 (C): -0.05, atom 7 (C): -0.04, atom 8 (C): -0.26